{
  "formula": "C4H6N7",
  "method": "ωB97M-V with the def2-TZVPD basis set",
  "symbols": ["C", "C", "C", "C", "N", "N", "N", "N", "N", "N", "N", "H", "H", "H", "H", "H", "H"],
  "xyz": [[3.31629, 0.05410, 0.12590], [1.21292, 0.10820, 0.03136], [-1.89508, 1.75377, 0.05159], [-0.16030, 0.46152, -0.04655], [2.30998, 0.86199, 0.16971], [2.95364, -1.20203, -0.14673], [-2.34780, 0.55767, -0.07696], [-1.26763, -0.24676, -0.13528], [1.62793, -1.20528, -0.12727], [-0.57083, 1.78957, -0.06429], [-2.66266, -2.51004, 0.16611], [4.26279, 0.49125, 0.24966], [-2.65258, 2.48973, 0.17896], [1.28358, -2.09577, -0.43724], [0.08086, 2.54358, -0.11897], [-2.77937, -1.80650, 0.89844], [-2.71174, -2.04499, -0.71844]],
  "atomic_forces_ev_per_a": [[-0.161, -1.697, -0.846], [1.391, -2.132, -0.552], [-1.644, 0.594, -0.728], [-1.091, 1.904, -0.368], [-4.142, 1.930, 0.540], [1.211, -0.477, 0.844], [0.527, -2.030, 0.494], [-0.488, -1.302, 0.241], [1.594, 1.727, -0.341], [1.252, -1.500, 0.702], [1.907, 0.156, 0.862], [1.428, -0.443, -0.047], [0.352, 1.219, -0.086], [-1.062, 0.068, 0.073], [0.216, 0.678, 0.264], [-0.607, 0.442, 0.092], [-0.683, 0.864, -1.143]],
  "e_above_lowest_kcal_mol": 35.51,
  "e_homo_ev": [-13.3312, -13.3395],
  "lumo_energy_ev": [-9.3, -9.2],
  "total_charge": 1,
  "largest_force_ev_per_a": 4.60
}

---

{
  "formula": "C4H7NO",
  "method": "ωB97M-V with the def2-TZVPD basis set",
  "symbols": ["C", "N", "C", "C", "C", "O", "H", "H", "H", "H", "H", "H", "H"],
  "xyz": [[-2.24701, 0.15938, 0.46613], [-0.80675, -0.00428, 0.52958], [-0.19797, -0.20721, -0.55846], [1.27819, -0.43366, -0.58485], [2.16002, 0.34821, 0.29275], [1.85878, -1.00153, 0.57541], [-2.71873, -0.82936, 0.49292], [-2.58553, 0.67817, -0.44273], [-2.59512, 0.71301, 1.34220], [-0.70865, -0.23253, -1.53536], [1.67847, -0.81364, -1.52592], [3.18747, 0.54891, -0.01141], [1.69681, 1.07455, 0.95972]],
  "atomic_forces_ev_per_a": [[-0.220, 0.017, 0.029], [0.167, -0.110, -0.439], [-0.084, 0.051, 0.280], [-0.091, 0.004, -0.205], [0.151, 0.272, 0.025], [0.054, -0.162, 0.099], [0.025, 0.129, 0.053], [0.076, -0.096, 0.099], [0.066, -0.054, -0.158], [0.040, 0.052, 0.138], [-0.062, 0.075, 0.147], [-0.162, -0.046, 0.029], [0.039, -0.131, -0.096]],
  "smiles": "C/N=C/[C@H]1CO1",
  "e_above_lowest_kcal_mol": 61.69,
  "e_homo_ev": -9.8576,
  "lumo_energy_ev": 1.1,
  "largest_force_ev_per_a": 0.48
}

---

{
  "formula": "C5H14N",
  "method": "ωB97M-V with the def2-TZVPD basis set",
  "symbols": ["C", "C", "N", "H", "H", "H", "H", "H", "H", "C", "C", "C", "H", "H", "H", "H", "H", "H", "H", "H"],
  "xyz": [[-0.20618, -0.25253, -2.88591], [0.94456, 0.34200, -2.64846], [-1.14745, -0.48391, -1.76634], [-0.57223, -0.46796, -3.87755], [1.63411, 0.56256, -3.45106], [1.28767, 0.68164, -1.67803], [-0.75430, -0.07896, -0.89382], [-2.03858, -0.00198, -1.87746], [-1.24117, -1.48466, -1.59136], [1.33719, -0.16593, 2.83163], [-0.08792, 0.39309, 2.70084], [-0.66431, 0.24621, 1.31256], [1.34704, -1.18450, 2.44254], [1.68450, -0.11907, 3.85674], [1.97168, 0.45171, 2.19454], [-0.11610, 1.44519, 2.99022], [-0.77966, -0.12028, 3.37441], [-1.66981, 0.65113, 1.14176], [-0.04626, 0.74780, 0.54638], [-0.76920, -0.81910, 1.06367]],
  "atomic_forces_ev_per_a": [[0.238, 0.822, 0.000], [0.206, 0.134, -0.031], [0.843, 0.352, 0.462], [-0.169, -0.349, 0.118], [-0.130, -0.133, -0.174], [-0.193, -0.204, 0.153], [0.020, -0.255, -0.237], [-0.307, -0.380, -0.313], [-0.533, -0.034, -0.044], [-0.868, 0.447, -0.720], [-0.269, 0.126, 0.534], [-0.372, -0.232, -1.106], [0.235, -0.102, 0.232], [0.108, -0.120, 0.046], [0.321, -0.122, 0.120], [0.078, -0.010, 0.022], [0.159, 0.003, 0.107], [0.049, 0.189, 0.593], [0.282, -0.101, 0.245], [0.300, -0.030, -0.009]],
  "e_above_lowest_kcal_mol": 31.40,
  "e_homo_ev": -14.8541,
  "lumo_energy_ev": -3.6,
  "total_charge": 1,
  "largest_force_ev_per_a": 1.21
}

---

{
  "formula": "C40H57KN12O2S3",
  "method": "ωB97M-V with the def2-TZVPD basis set",
  "symbols": ["K", "C", "C", "N", "N", "C", "N", "S", "C", "C", "C", "C", "C", "N", "H", "H", "H", "H", "H", "H", "H", "H", "H", "H", "C", "N", "C", "C", "N", "C", "C", "C", "C", "C", "C", "C", "C", "C", "N", "C", "N", "C", "C", "N", "C", "C", "C", "N", "C", "C", "H", "H", "H", "H", "H", "H", "H", "H", "H", "H", "H", "H", "H", "H", "H", "H", "H", "H", "H", "H", "H", "H", "H", "H", "H", "H", "H", "H", "H", "H", "O", "C", "O", "C", "C", "C", "C", "S", "C", "C", "H", "H", "H", "H", "H", "C", "C", "N", "C", "S", "N", "C", "C", "H", "H", "H", "H", "H", "H", "H", "H", "H", "H", "H", "H"],
  "xyz": [[0.29705, 0.00678, -0.20746], [-4.01915, -1.74699, 2.72939], [-2.75508, -1.48376, 1.94715], [-1.82778, -0.71162, 2.33987], [-2.01663, -0.12603, 3.55334], [-1.12464, 0.78440, 4.05669], [-1.39542, 1.11945, 5.34049], [0.17633, 1.39066, 3.23799], [-2.56751, -2.15399, 0.62580], [-3.03498, -3.44592, 0.43335], [-2.88450, -4.03195, -0.81764], [-2.28302, -3.30818, -1.82655], [-1.81680, -2.03422, -1.53349], [-1.95191, -1.46300, -0.33507], [-4.42589, -0.81033, 3.12316], [-3.84620, -2.42676, 3.57242], [-4.77713, -2.18916, 2.08695], [-2.81259, -0.38057, 4.11206], [-2.23059, 0.83147, 5.81989], [-0.83670, 1.85318, 5.73773], [-3.50572, -3.98865, 1.24646], [-3.23950, -5.04053, -0.99462], [-2.15110, -3.72205, -2.81988], [-1.33847, -1.43637, -2.30510], [2.59067, 1.87410, 0.73094], [3.30836, 2.38853, -0.42828], [4.01260, 3.63850, -0.17307], [2.82115, 2.10339, -1.68013], [1.66854, 1.52582, -1.79475], [1.36351, 0.72278, -2.91028], [2.32592, -0.11101, -3.44333], [2.08502, -0.91327, -4.56708], [0.86487, -0.89036, -5.17335], [-0.18616, -0.11741, -4.62753], [-1.46214, -0.14826, -5.24458], [-2.50874, 0.53776, -4.70489], [-2.33239, 1.25636, -3.50838], [-1.10829, 1.32644, -2.87161], [-1.06731, 1.89537, -1.58675], [-1.61996, 3.01856, -1.30291], [-1.69281, 4.12603, -2.12804], [-2.86054, 4.99445, -2.14530], [-0.82726, 4.25451, -3.28727], [-2.12490, 3.23955, -0.01954], [-1.44146, 4.27320, 0.76410], [-2.41656, 2.02725, 0.74438], [0.03108, 0.66740, -3.45079], [3.62448, 2.57204, -2.71618], [5.03308, 2.20608, -2.76392], [3.05819, 2.94105, -4.00046], [3.25664, 1.84048, 1.58944], [2.24620, 0.86492, 0.55034], [1.72411, 2.50769, 0.97787], [4.60753, 3.52589, 0.73128], [3.30804, 4.46508, -0.01751], [4.67489, 3.90238, -0.99002], [3.28968, -0.16087, -2.95115], [2.87441, -1.55214, -4.94558], [0.66748, -1.48907, -6.05502], [-1.58891, -0.74402, -6.14090], [-3.48594, 0.50998, -5.17323], [-3.18373, 1.72882, -3.02958], [-3.48964, 4.78828, -1.28766], [-3.44108, 4.83292, -3.06131], [-2.55717, 6.04417, -2.12125], [0.09653, 3.70313, -3.11989], [-0.58360, 5.31049, -3.42273], [-1.29125, 3.88267, -4.20407], [-1.23791, 5.14275, 0.14025], [-0.49641, 3.90120, 1.17674], [-2.07516, 4.58063, 1.59749], [-2.97832, 1.32309, 0.12811], [-3.01547, 2.30924, 1.61554], [-1.51619, 1.52020, 1.09829], [5.34208, 1.77107, -1.81737], [5.65928, 3.07787, -2.97764], [5.20465, 1.46665, -3.55625], [2.01273, 3.21788, -3.88229], [3.11728, 2.13744, -4.73800], [3.60530, 3.80611, -4.38418], [2.30677, -8.96751, -3.16636], [3.21882, -7.97012, -3.02106], [4.36777, -8.21430, -3.25995], [2.71265, -6.63918, -2.59440], [3.56904, -5.54249, -2.71033], [3.18023, -4.27894, -2.30725], [1.91216, -4.04146, -1.73387], [1.45546, -2.48249, -1.13593], [1.05177, -5.15717, -1.63622], [1.44568, -6.41785, -2.05420], [1.42254, -8.61679, -3.03271], [4.55293, -5.71524, -3.13125], [3.85794, -3.43866, -2.41050], [0.06928, -5.00648, -1.20539], [0.74230, -7.23620, -1.91781], [-0.74094, -3.84511, 4.40164], [0.72292, -3.48559, 4.62510], [1.15962, -2.36746, 3.79536], [2.29835, -2.32838, 3.06184], [3.11483, -0.87144, 2.83415], [2.73706, -3.49920, 2.55773], [1.88118, -4.60595, 2.09785], [2.52619, -5.95972, 2.35966], [-1.01976, -4.70187, 5.02119], [-0.92183, -4.08908, 3.35039], [-1.38273, -3.00080, 4.66997], [1.35645, -4.34315, 4.42124], [0.87739, -3.22569, 5.67516], [0.88962, -1.44582, 4.09977], [3.56438, -3.36020, 2.00258], [1.69941, -4.47272, 1.03838], [0.91280, -4.54076, 2.58453], [3.42725, -6.07948, 1.75494], [1.83535, -6.76132, 2.08858], [2.80173, -6.07075, 3.41247]],
  "atomic_forces_ev_per_a": [[-0.452, -0.403, 0.668], [0.040, -0.068, -0.098], [-0.293, -0.387, -0.261], [0.160, 0.270, 0.135], [0.402, 0.274, -0.016], [-0.006, -0.168, -0.213], [0.076, 0.170, 0.081], [-0.032, -0.079, 0.149], [0.028, -0.012, 0.022], [-0.093, -0.119, 0.012], [-0.052, -0.042, 0.086], [0.025, -0.081, -0.114], [-0.096, 0.190, 0.118], [-0.330, -0.116, -0.228], [-0.054, -0.068, -0.061], [0.010, 0.054, -0.058], [0.011, -0.005, 0.055], [-0.101, -0.108, 0.116], [-0.003, -0.011, -0.007], [-0.026, 0.008, 0.043], [0.026, 0.039, -0.082], [0.015, 0.038, 0.011], [0.012, 0.067, 0.098], [0.017, -0.093, 0.084], [-0.045, 0.273, -0.238], [0.038, -0.041, 0.147], [-0.104, -0.065, 0.011], [-0.115, 0.290, -0.128], [0.265, -0.038, -0.240], [0.195, 0.146, -0.275], [0.048, 0.140, 0.039], [0.021, 0.010, 0.011], [0.017, -0.004, 0.014], [0.028, 0.065, 0.149], [-0.031, -0.012, 0.037], [0.012, 0.043, 0.049], [0.079, -0.023, -0.008], [-0.082, 0.300, -0.053], [-0.373, -0.092, -0.182], [0.228, 0.325, -0.006], [-0.083, -0.090, -0.130], [0.193, -0.084, -0.036], [-0.043, -0.098, 0.201], [0.167, -0.159, 0.033], [-0.207, -0.053, -0.093], [0.002, 0.166, -0.164], [-0.007, 0.032, -0.001], [0.039, -0.208, -0.086], [-0.133, 0.049, -0.067], [0.003, -0.040, 0.183], [0.047, 0.043, 0.014], [0.495, 0.093, 0.102], [0.080, -0.073, -0.035], [0.033, -0.014, 0.027], [-0.011, -0.004, 0.009], [-0.031, -0.007, -0.002], [-0.017, 0.005, -0.030], [-0.026, 0.022, 0.029], [0.000, 0.021, 0.028], [0.015, 0.022, 0.016], [0.031, -0.005, 0.026], [0.017, -0.015, -0.029], [-0.028, -0.029, 0.071], [0.004, -0.010, 0.009], [0.013, 0.004, 0.016], [-0.058, -0.021, 0.058], [-0.001, 0.008, 0.007], [-0.050, -0.047, -0.053], [-0.024, -0.061, 0.025], [0.008, -0.029, -0.004], [-0.009, -0.011, -0.027], [0.048, 0.090, 0.028], [0.038, -0.018, -0.033], [-0.069, 0.112, 0.061], [-0.009, 0.010, 0.031], [-0.020, -0.002, 0.012], [-0.023, 0.007, 0.032], [0.035, -0.024, 0.011], [0.002, -0.095, -0.027], [-0.005, 0.001, 0.007], [-0.038, -0.042, 0.047], [-0.163, 0.092, -0.079], [0.309, 0.041, -0.002], [0.003, -0.029, 0.055], [0.051, 0.117, -0.029], [-0.025, -0.086, -0.009], [0.010, -0.161, 0.002], [0.147, -0.319, 0.051], [0.133, -0.002, -0.041], [-0.134, 0.084, 0.043], [-0.146, 0.048, 0.013], [-0.027, 0.052, 0.038], [-0.013, -0.062, 0.025], [0.005, -0.033, 0.022], [0.010, 0.028, 0.022], [0.027, 0.039, -0.036], [-0.063, 0.123, 0.093], [-0.233, -0.004, 0.115], [-0.006, 0.035, 0.011], [-0.030, -0.372, -0.031], [-0.032, -0.114, -0.126], [0.124, 0.014, 0.071], [-0.020, 0.096, 0.033], [-0.016, 0.076, -0.049], [-0.053, 0.029, 0.113], [0.001, -0.041, -0.032], [0.062, 0.061, 0.151], [0.018, 0.022, 0.055], [-0.032, 0.085, 0.068], [0.144, -0.016, -0.140], [-0.042, 0.063, -0.331], [0.132, 0.006, -0.186], [-0.009, -0.007, 0.051], [0.058, 0.037, -0.008], [-0.033, -0.014, -0.067]],
  "e_above_lowest_kcal_mol": 0.00,
  "e_homo_ev": -6.2153,
  "lumo_energy_ev": -0.2,
  "largest_force_ev_per_a": 0.90
}

---

{
  "formula": "C4H9BrN2S",
  "method": "ωB97M-V with the def2-TZVPD basis set",
  "symbols": ["C", "C", "C", "C", "N", "N", "S", "Br", "H", "H", "H", "H", "H", "H", "H", "H", "H"],
  "xyz": [[1.26830, -2.00471, -0.51000], [0.06743, 0.19900, 1.46867], [-0.58718, 1.64332, -0.38127], [0.20207, 0.41518, -0.00688], [0.82365, -3.24396, -0.60454], [-0.24516, -0.71617, -0.87494], [2.54057, -1.37389, 0.16999], [-1.63411, -1.78823, -0.27735], [-1.05184, 0.09931, 1.85493], [0.44967, -0.79145, 1.83969], [0.59881, 1.18682, 1.87284], [-1.66392, 1.47346, -0.23814], [-0.63232, 1.75655, -1.53708], [-0.13039, 2.60611, 0.11822], [1.25981, 0.36198, -0.29940], [-0.12988, -3.34460, -0.85851], [1.48076, -3.96534, -0.81636]],
  "atomic_forces_ev_per_a": [[-2.390, 1.328, 0.597], [-0.873, 0.618, 2.286], [0.431, 1.733, -2.353], [-1.473, -1.672, -0.505], [0.762, 0.764, -0.654], [3.037, -1.810, 0.297], [1.520, -0.003, -0.405], [-1.386, 0.443, 0.378], [2.104, 0.920, -1.053], [0.393, 1.332, -0.299], [-1.149, -2.494, 0.066], [0.332, 0.309, 0.931], [0.764, 0.138, 1.766], [-1.288, -1.835, -0.988], [-0.167, 1.082, 0.206], [-0.860, -0.453, -0.433], [0.243, -0.400, 0.164]],
  "e_above_lowest_kcal_mol": 37.84,
  "e_homo_ev": -8.4409,
  "lumo_energy_ev": 0.3,
  "largest_force_ev_per_a": 3.55
}

---

Please write out number 5 again, unchanged.
{
  "formula": "C4H9BrN2S",
  "method": "ωB97M-V with the def2-TZVPD basis set",
  "symbols": ["C", "C", "C", "C", "N", "N", "S", "Br", "H", "H", "H", "H", "H", "H", "H", "H", "H"],
  "xyz": [[1.26830, -2.00471, -0.51000], [0.06743, 0.19900, 1.46867], [-0.58718, 1.64332, -0.38127], [0.20207, 0.41518, -0.00688], [0.82365, -3.24396, -0.60454], [-0.24516, -0.71617, -0.87494], [2.54057, -1.37389, 0.16999], [-1.63411, -1.78823, -0.27735], [-1.05184, 0.09931, 1.85493], [0.44967, -0.79145, 1.83969], [0.59881, 1.18682, 1.87284], [-1.66392, 1.47346, -0.23814], [-0.63232, 1.75655, -1.53708], [-0.13039, 2.60611, 0.11822], [1.25981, 0.36198, -0.29940], [-0.12988, -3.34460, -0.85851], [1.48076, -3.96534, -0.81636]],
  "atomic_forces_ev_per_a": [[-2.390, 1.328, 0.597], [-0.873, 0.618, 2.286], [0.431, 1.733, -2.353], [-1.473, -1.672, -0.505], [0.762, 0.764, -0.654], [3.037, -1.810, 0.297], [1.520, -0.003, -0.405], [-1.386, 0.443, 0.378], [2.104, 0.920, -1.053], [0.393, 1.332, -0.299], [-1.149, -2.494, 0.066], [0.332, 0.309, 0.931], [0.764, 0.138, 1.766], [-1.288, -1.835, -0.988], [-0.167, 1.082, 0.206], [-0.860, -0.453, -0.433], [0.243, -0.400, 0.164]],
  "e_above_lowest_kcal_mol": 37.84,
  "e_homo_ev": -8.4409,
  "lumo_energy_ev": 0.3,
  "largest_force_ev_per_a": 3.55
}